(1)
The following is a quantum chemistry calculation of the molecule C4H7NS at a distorted geometry, from the Open Molecules 2025 dataset.

Structure (XYZ):
```
13
Properties=species:S:1:pos:R:3:forces:R:3
C -1.0124 0.8495 1.3950 -0.55 -1.15 -0.83
C -0.5214 0.4211 0.0166 0.06 -0.68 -1.57
C 0.3719 -0.8556 -0.0324 1.50 1.57 0.10
C 1.7493 -0.8330 -0.1121 -2.41 -0.77 0.15
H -1.8007 1.6130 1.3432 0.51 -0.16 -0.09
H -0.1823 1.1156 2.0197 0.41 0.39 0.33
H -1.4392 -0.0660 1.8347 -0.02 0.30 0.14
H -0.2310 -1.7770 0.0743 0.77 0.37 0.33
H 2.2874 -1.7500 0.1287 -0.12 0.04 -0.47
H 2.3830 0.0018 -0.4224 -0.61 0.11 0.50
H -0.0190 -0.4980 -2.5524 -0.18 0.82 -0.31
N -1.0008 1.0159 -1.0140 0.55 0.39 0.08
S -0.5849 0.7626 -2.6790 0.10 -1.24 1.65
```
Positions in Å, forces in eV/Å.

SMILES string   C=C/C(C)=N\S
Multiplicity   1
Kohn-Sham gap   9.705 eV
Charge   0
HOMO energy   -8.80 eV

Results of the Löwdin charge analysis, in e, for atoms 1 through 5: C -0.046; C -0.451; C -0.138; C 0.018; H 0.083

***

(2)
The following is a quantum chemistry calculation of the molecule C4H7NS, from the Open Molecules 2025 dataset.

Structure (XYZ):
```
13
Properties=species:S:1:pos:R:3:forces:R:3
C 1.2748 -1.2045 -0.0734 -0.56 0.35 -0.17
C 1.4894 0.2805 0.0242 0.43 -0.11 0.00
C 0.5530 1.2343 0.0335 0.21 0.88 0.03
C -0.9041 1.0598 -0.0597 -0.09 0.01 0.03
H 0.3725 -1.4269 -0.6687 0.43 0.00 0.31
H 1.1232 -1.6231 0.9238 -0.11 -0.02 0.01
H 2.1399 -1.6970 -0.4975 0.20 -0.05 -0.16
H 2.5409 0.6019 0.0934 -0.55 -0.06 -0.01
H 0.8791 2.2991 0.0964 -0.25 -0.96 -0.07
H -1.4770 1.9838 -0.2919 0.21 -0.48 0.10
H -3.3378 -1.3552 0.3259 0.03 -0.10 0.03
N -1.4724 -0.0702 0.1343 -0.30 0.41 -0.10
S -3.1815 -0.0825 -0.0403 0.35 0.14 -0.01
```
Positions in Å, forces in eV/Å.

SMILES string   C/C=C\C=N\S
Multiplicity   1
Kohn-Sham gap   9.083 eV
Charge   0
HOMO energy   -8.53 eV

Results of the Löwdin charge analysis, in e, for atoms 1 through 5: C -0.107; C -0.149; C -0.124; C -0.309; H 0.068

***

(3)
The following is a quantum chemistry calculation of a cluster of 2 separate species, C4H7NS in total at a distorted geometry, from the Open Molecules 2025 dataset.

Structure (XYZ):
```
13
Properties=species:S:1:pos:R:3:forces:R:3
C 1.3967 -0.7918 -1.2211 0.70 3.82 -2.07
C 0.5903 1.2041 0.2752 0.92 -0.44 -0.95
C 0.8566 0.1861 -0.5207 0.22 -0.45 0.87
C -1.2215 -1.6827 0.6816 -1.47 1.87 -2.72
N -0.3246 2.2348 0.1027 0.77 0.78 4.26
S -1.1062 -1.5967 2.2760 0.18 0.55 2.73
H 2.0365 -0.3350 -2.0699 -0.58 -1.21 1.28
H 1.0588 -1.7648 -1.3888 -0.42 -1.48 0.43
H 1.2942 1.4305 1.0653 0.00 -0.43 0.32
H -1.1164 -2.6855 0.3752 0.02 -1.08 -1.04
H -1.8144 -0.9158 0.0509 1.12 -1.50 1.09
H -0.7589 2.4907 1.0393 0.45 -0.27 -2.21
H -0.8911 2.2262 -0.6658 -1.90 -0.17 -1.99
```
Positions in Å, forces in eV/Å.

Multiplicity   3
Kohn-Sham gap (spin up / spin down)   7.787 / 6.014 eV
Charge   0
HOMO energy (spin up / spin down)   -6.96 / -8.07 eV

Results of the Löwdin charge analysis, in e, for atoms 1 through 5: C -0.013; C -0.265; C -0.143; C -0.676; N 0.030

***

(4)
The following is a quantum chemistry calculation of the molecule C4H7NS2 at a distorted geometry, from the Open Molecules 2025 dataset.

Structure (XYZ):
```
14
Properties=species:S:1:pos:R:3:forces:R:3
C -1.4012 0.1784 -0.1127 0.15 -2.10 -1.20
C -0.4307 -0.9202 0.2639 -1.76 0.23 0.03
C 1.0004 -0.6672 0.3639 2.62 0.95 1.27
C 1.6661 0.6963 0.0853 -1.42 -0.79 0.10
H -2.2309 -1.2177 -1.8233 -0.83 0.52 0.61
H -1.7525 0.6022 0.7694 -0.42 1.14 1.51
H -0.8613 0.8563 -0.7188 -0.04 1.12 -0.75
H -0.8842 -1.5440 1.0427 0.44 -0.31 -0.44
H 0.5322 -1.2236 -1.5938 -0.17 0.87 -1.02
H 1.4681 -1.2065 1.2067 0.07 0.40 -0.56
H 1.3418 1.1160 -0.8802 0.39 -0.04 0.18
N 0.4994 -1.5535 -0.6636 -0.33 -0.92 1.36
S -2.9523 -0.4589 -0.9115 1.59 -0.44 -0.66
S 2.5700 1.5695 1.1016 -0.28 -0.63 -0.43
```
Positions in Å, forces in eV/Å.

SMILES string   S=C[C@@H]1N[C@@H]1CS
Multiplicity   1
Kohn-Sham gap   8.512 eV
Charge   0
HOMO energy   -9.09 eV

Results of the Löwdin charge analysis, in e, for atoms 1 through 5: C -0.501; C -0.362; C -0.352; C -0.625; H -0.122

***

It is found that the ΔE to the lowest compared entry with this formula, charge and spin values, taken in the order of the records, are 47.4, 35.7, 39.6, 46.0 kcal per mole.